(1)
Molecular formula: C15H34As3NiO3
Method: DFT, ωB97M-V/def2-TZVPD

Results
- M: 545.89 g mol⁻¹
- Spin multiplicity: 3
- HOMO (spin up / spin down): -11.2355 / -11.2351 eV
- Orbital gap (spin up / spin down): 8.20 / 6.53 eV
- Energy above the lowest of the compared OMol25 structures with the same formula, charge and spin: 0.0000 eV
- LUMO (spin up / spin down): -3.04 / -4.71 eV
- ⟨S²⟩: 2.006
- Charge: +1

Each line ends with the Mulliken charge.
Geometry (Å):
Ni (0.357, 0.714, 1.663)  -0.042
C (3.822, 2.934, 0.882)  -1.715
C (2.899, 2.392, 1.951)  1.531
C (3.517, 2.377, 3.337)  -1.831
O (2.492, 1.035, 1.587)  -0.321
C (1.586, 3.259, 2.036)  0.294
O (1.705, 4.459, 2.023)  -0.603
O (0.496, 2.572, 2.153)  -0.653
H (4.771, 2.392, 0.879)  0.404
H (4.010, 3.987, 1.075)  0.365
H (3.361, 2.839, -0.101)  0.399
H (4.458, 1.817, 3.339)  0.488
H (2.830, 1.928, 4.058)  0.418
H (3.727, 3.395, 3.657)  0.418
H (3.031, 0.405, 2.082)  0.289
C (-3.580, 0.774, 1.749)  -1.264
As (-1.873, 1.098, 0.867)  1.046
C (-2.125, 2.933, 0.304)  -1.223
C (-2.040, 0.195, -0.873)  -1.303
C (-1.775, -1.317, -0.960)  2.221
C (-2.593, -2.047, 0.114)  -1.772
C (-0.289, -1.681, -0.818)  -1.307
As (0.612, -1.523, 0.924)  1.095
C (2.405, -2.003, 0.332)  -1.305
C (0.125, -3.146, 1.883)  -1.283
C (-2.267, -1.818, -2.333)  -2.052
As (-1.468, -1.376, -4.118)  0.329
C (-0.553, 0.357, -3.914)  -1.013
C (0.154, -2.491, -4.061)  -1.035
H (-4.372, 0.856, 1.007)  0.365
H (-3.715, 1.541, 2.510)  0.446
H (-3.619, -0.204, 2.223)  0.405
H (-3.036, 3.011, -0.289)  0.469
H (-1.271, 3.268, -0.280)  0.358
H (-2.202, 3.566, 1.186)  0.418
H (-1.364, 0.740, -1.532)  0.129
H (-3.057, 0.401, -1.216)  0.654
H (-2.295, -1.724, 1.117)  0.061
H (-2.448, -3.126, 0.047)  0.446
H (-3.658, -1.842, -0.005)  0.425
H (0.312, -1.060, -1.485)  -0.015
H (-0.144, -2.719, -1.124)  0.821
H (2.352, -2.898, -0.285)  0.461
H (3.046, -2.203, 1.190)  0.441
H (2.831, -1.186, -0.247)  0.355
H (0.156, -3.989, 1.195)  0.374
H (-0.867, -3.066, 2.320)  0.390
H (0.845, -3.308, 2.683)  0.446
H (-3.319, -1.543, -2.438)  0.529
H (-2.244, -2.912, -2.337)  0.543
H (-1.268, 1.168, -3.789)  0.324
H (-0.019, 0.527, -4.848)  0.416
H (0.175, 0.373, -3.102)  0.207
H (-0.108, -3.519, -3.811)  0.319
H (0.894, -2.119, -3.354)  0.226
H (0.596, -2.490, -5.056)  0.412

(2)
Molecular formula: C15H34N8Pd
Method: DFT, ωB97M-V/def2-TZVPD

Results
- M: 432.91 g mol⁻¹
- HOMO: -14.4738 eV
- Orbital gap: 8.40 eV
- Energy above the lowest of the compared OMol25 structures with the same formula, charge and spin: 0.9479 eV
- LUMO: -6.07 eV
- Charge: +2

Each line ends with the Mulliken charge.
Geometry (Å):
Pd (0.485, -0.321, -0.035)  0.548
C (-3.850, -0.077, -2.417)  -1.023
N (-2.555, 0.278, -2.979)  0.048
C (-2.449, 0.508, -4.422)  -0.614
C (-0.937, 0.595, -4.650)  -0.608
N (-0.375, 0.356, -3.318)  0.183
C (1.004, 0.724, -3.067)  -0.622
C (-1.355, 0.283, -2.377)  0.239
N (-1.140, 0.259, -1.071)  0.046
C (-2.171, 0.751, -0.127)  -0.889
C (-1.419, 1.567, 0.934)  -0.848
N (-0.435, 0.627, 1.502)  0.028
C (-0.130, 0.592, 2.790)  0.284
N (0.299, -0.533, 3.410)  0.090
C (0.417, -1.858, 2.851)  -0.984
C (0.683, -0.262, 4.796)  -0.663
C (0.048, 1.106, 5.045)  -0.645
N (-0.207, 1.593, 3.684)  0.001
C (-0.682, 2.961, 3.511)  -0.983
H (-4.411, -0.591, -3.196)  0.389
H (-4.420, 0.797, -2.104)  0.299
H (-3.736, -0.764, -1.583)  0.382
H (-2.973, 1.420, -4.709)  0.369
H (-2.902, -0.328, -4.955)  0.393
H (-0.636, 1.581, -5.006)  0.285
H (-0.575, -0.150, -5.358)  0.369
H (1.642, 0.261, -3.820)  0.381
H (1.279, 0.310, -2.099)  -0.029
H (1.169, 1.804, -3.081)  0.381
H (-2.698, -0.071, 0.360)  0.207
H (-2.900, 1.390, -0.623)  0.466
H (-2.133, 1.926, 1.673)  0.442
H (-0.932, 2.425, 0.467)  0.168
H (-0.363, -2.023, 2.109)  0.275
H (0.270, -2.580, 3.653)  0.412
H (1.393, -2.069, 2.403)  0.269
H (1.769, -0.249, 4.912)  0.306
H (0.273, -1.029, 5.449)  0.372
H (0.726, 1.787, 5.554)  0.400
H (-0.881, 1.045, 5.614)  0.358
H (-0.306, 3.534, 4.355)  0.340
H (-1.769, 3.027, 3.513)  0.341
H (-0.278, 3.409, 2.607)  0.389
N (2.472, -0.307, 0.661)  -0.450
C (3.503, -0.759, -0.315)  -0.730
C (3.303, -2.186, -0.803)  -0.611
C (2.165, -2.358, -1.795)  -0.507
N (0.867, -2.118, -1.116)  -0.435
H (2.643, 0.675, 0.869)  0.318
H (2.598, -0.784, 1.550)  0.245
H (4.484, -0.640, 0.144)  0.459
H (3.464, -0.070, -1.160)  0.317
H (3.165, -2.861, 0.050)  0.272
H (4.227, -2.512, -1.282)  0.375
H (2.185, -3.364, -2.214)  0.432
H (2.246, -1.657, -2.622)  0.200
H (0.747, -2.830, -0.399)  0.332
H (0.091, -2.241, -1.761)  0.227

(3)
Molecular formula: C15H34NOS
Method: DFT, ωB97M-V/def2-TZVPD

Results
- M: 276.51 g mol⁻¹
- HOMO: -11.7706 eV
- Orbital gap: 7.91 eV
- LUMO: -3.86 eV
- Charge: +1

Each line ends with the Mulliken charge.
Geometry (Å):
C (0.722, 2.797, 5.102)  -1.203
C (0.026, 2.741, 3.736)  -0.633
C (-0.301, 1.318, 3.300)  0.248
C (-1.464, 0.710, 4.092)  -0.805
C (-1.925, -0.613, 3.485)  -0.900
C (-0.860, -1.717, 3.430)  -1.006
C (-0.226, -1.911, 2.029)  -0.358
C (1.293, -1.788, 2.024)  -0.170
C (1.927, -2.258, 0.728)  -1.459
C (1.493, -1.405, -0.469)  -0.496
C (2.339, -0.126, -0.562)  -0.607
C (1.558, 1.149, -0.898)  -0.476
S (0.184, 0.796, -2.025)  -0.035
H (1.790, 2.708, 4.964)  0.316
H (0.371, 2.016, 5.761)  0.318
H (0.499, 3.742, 5.577)  0.366
H (-0.892, 3.317, 3.760)  0.396
H (0.689, 3.185, 2.999)  0.294
H (-0.540, 1.294, 2.236)  0.083
H (0.566, 0.694, 3.493)  -0.004
H (-2.298, 1.401, 4.052)  0.370
H (-1.123, 0.578, 5.110)  0.294
H (-2.332, -0.393, 2.501)  0.406
H (-2.765, -0.977, 4.068)  0.366
H (-0.089, -1.564, 4.178)  0.510
H (-1.351, -2.648, 3.686)  0.417
H (-0.648, -1.152, 1.379)  0.072
H (-0.517, -2.881, 1.646)  0.544
H (1.663, -2.393, 2.845)  0.483
H (1.594, -0.767, 2.230)  -0.057
H (3.008, -2.212, 0.814)  0.360
H (1.659, -3.287, 0.520)  0.469
H (1.640, -2.011, -1.355)  0.390
H (0.427, -1.204, -0.399)  0.384
H (3.134, -0.254, -1.286)  0.381
H (2.779, 0.055, 0.408)  0.404
H (1.230, 1.664, -0.004)  0.212
H (2.202, 1.842, -1.427)  0.489
H (-0.904, 0.874, -1.239)  0.302
H (-0.008, 1.871, -2.815)  0.345
C (-1.054, -0.099, -7.954)  0.123
O (-0.024, 0.283, -8.466)  -0.558
N (-1.218, -0.256, -6.617)  0.123
C (-2.463, -0.712, -6.032)  -0.857
C (-0.088, 0.049, -5.765)  -0.747
H (-1.954, -0.352, -8.538)  0.276
H (-2.861, 0.045, -5.350)  0.293
H (-2.306, -1.641, -5.479)  0.312
H (-3.196, -0.892, -6.814)  0.297
H (0.211, 1.091, -5.906)  0.319
H (0.760, -0.586, -6.028)  0.331
H (-0.357, -0.122, -4.724)  0.079

(4)
Molecular formula: C15H35B3NO4Si
Method: DFT, ωB97M-V/def2-TZVPD

Results
- M: 353.97 g mol⁻¹
- Spin multiplicity: 2
- HOMO (spin up / spin down): -9.1241 / -9.7000 eV
- Orbital gap (spin up / spin down): 9.28 / 9.42 eV
- LUMO (spin up / spin down): 0.15 / -0.28 eV
- ⟨S²⟩: 0.755

Each line ends with the Mulliken charge.
Geometry (Å):
C (2.310, -3.735, 3.030)  -0.713
C (3.161, -2.930, 1.881)  -0.478
C (2.231, -2.290, 0.673)  -0.356
B (0.722, -1.883, 1.205)  1.188
O (0.637, -1.034, 2.410)  -0.571
B (-0.559, -0.168, 2.405)  0.650
O (-1.646, -0.415, 1.393)  -0.562
B (-1.616, -1.916, 1.265)  0.258
Si (-2.948, -3.017, 2.124)  0.471
C (-4.722, -2.260, 1.983)  -1.029
C (-2.905, -4.805, 1.320)  -0.960
C (-2.366, -3.215, 3.990)  -0.849
O (-0.456, -2.438, 0.460)  -0.529
H (3.078, -4.375, 3.678)  0.335
H (1.469, -4.437, 2.611)  0.170
H (1.811, -2.980, 3.798)  0.133
H (3.684, -2.008, 2.408)  0.225
H (4.000, -3.584, 1.375)  0.331
H (2.193, -3.008, -0.254)  0.225
H (2.763, -1.283, 0.338)  0.130
H (-0.740, 0.705, 3.207)  -0.126
H (-4.622, -1.086, 1.994)  0.267
H (-5.394, -2.623, 2.894)  0.294
H (-5.305, -2.586, 0.997)  0.264
H (-1.761, -5.102, 1.209)  0.223
H (-3.360, -4.752, 0.230)  0.251
H (-3.455, -5.595, 1.987)  0.315
H (-2.848, -2.316, 4.571)  0.251
H (-1.198, -2.998, 3.968)  0.152
H (-2.632, -4.271, 4.428)  0.318
C (0.898, 4.972, -2.345)  -1.660
C (1.372, 3.641, -3.006)  1.873
C (0.261, 3.061, -3.928)  -1.376
C (-0.906, 2.447, -3.164)  -0.624
C (-0.412, 1.411, -2.159)  -0.986
C (0.669, 1.976, -1.201)  2.220
N (1.786, 2.672, -1.931)  0.226
O (2.578, 1.682, -2.540)  -0.494
C (-0.016, 2.944, -0.198)  -2.036
C (1.194, 0.825, -0.284)  -2.303
C (2.558, 4.090, -3.923)  -1.894
H (-0.162, 5.172, -2.529)  0.331
H (1.068, 4.991, -1.265)  0.321
H (1.452, 5.843, -2.716)  0.482
H (0.686, 2.288, -4.581)  0.399
H (-0.121, 3.842, -4.599)  0.364
H (-1.482, 3.229, -2.657)  0.281
H (-1.598, 1.971, -3.869)  0.408
H (-1.266, 1.032, -1.586)  0.217
H (-0.013, 0.549, -2.711)  0.441
H (0.724, 3.434, 0.445)  0.400
H (-0.706, 2.402, 0.462)  0.238
H (-0.620, 3.713, -0.679)  0.467
H (1.607, -0.017, -0.852)  0.511
H (0.384, 0.410, 0.329)  0.057
H (1.968, 1.190, 0.401)  0.589
H (3.384, 4.498, -3.332)  0.459
H (2.235, 4.865, -4.621)  0.464
H (2.953, 3.273, -4.541)  0.346